This record from OMol25 describes a cluster of 8 separate species, C42H53NO18 in total in a non-equilibrium geometry. The level of theory is ωB97M-V with the def2-TZVPD basis set.

Element x y z (Å)
O  -24.77865  -29.68924  24.04492
O  -27.98566  -30.49673  18.89369
O  -33.89457  -26.16389  21.55500
O  -30.05756  -36.79592  22.54516
O  -22.32118  -27.25225  26.72877
O  -29.04335  -27.71820  26.74161
O  -20.56707  -34.38673  24.37546
O  -25.82846  -32.99888  23.60683
O  -26.85356  -28.82718  24.25691
O  -32.43061  -30.92526  29.66773
O  -30.03732  -31.88917  25.02397
O  -26.50726  -30.29696  22.79768
O  -26.22027  -27.18586  29.69328
O  -27.94954  -33.05470  21.08933
O  -30.74668  -30.40235  19.84718
O  -25.97300  -29.67289  19.64844
O  -26.04679  -37.01994  17.70939
O  -26.99843  -28.75295  18.01124
N  -25.12244  -25.88171  26.69004
C  -26.03429  -27.84248  18.39306
C  -31.52442  -30.11891  28.97982
C  -29.98206  -35.58983  23.19229
C  -26.50463  -34.73082  18.16881
C  -31.62506  -29.34849  20.17817
C  -33.78814  -28.47694  20.65889
C  -24.53573  -33.34730  23.75274
C  -26.12141  -25.89310  29.04917
C  -21.86960  -34.01806  24.20311
C  -28.97435  -35.36539  24.11029
C  -30.65391  -29.26366  29.55587
C  -27.62587  -34.10433  20.23788
C  -27.04571  -36.41119  19.75727
C  -25.49542  -28.33067  19.66745
C  -29.74145  -28.49319  28.87757
C  -33.28234  -27.12626  20.80247
C  -29.89154  -28.58029  27.45535
C  -31.21005  -28.02914  20.14190
C  -25.08722  -27.77678  30.31364
C  -27.12540  -33.82233  18.98571
C  -27.66605  -35.40918  20.62856
C  -27.14006  -29.59661  18.95857
C  -27.88236  -29.99844  22.55620
C  -24.18221  -34.54316  24.42972
C  -28.16473  -29.05093  23.68856
C  -21.27745  -27.90180  27.47051
C  -30.80218  -29.42381  26.80881
C  -31.98916  -26.97591  20.45176
C  -33.00257  -29.56392  20.44133
C  -23.62368  -27.86213  27.01821
C  -29.92000  -33.09769  24.49921
C  -26.53385  -36.07089  18.53029
C  -24.92117  -27.27301  26.43156
C  -30.86399  -33.39466  23.57111
C  -25.95593  -29.56036  23.70474
C  -22.87374  -34.91783  24.66769
C  -22.12336  -32.81292  23.58480
C  -31.63142  -30.19232  27.65144
C  -23.47377  -32.45078  23.42984
C  -25.00423  -25.44320  28.09134
C  -28.93302  -34.09829  24.78466
C  -30.92606  -34.64609  23.00872
H  -30.94882  -29.44724  25.73907
H  -34.83321  -28.72020  20.78158
H  -24.95433  -35.19710  24.80731
H  -20.59136  -28.46359  26.83667
H  -24.41191  -28.26848  19.56626
H  -26.05448  -27.94181  20.51853
H  -20.82893  -27.13651  28.10396
H  -28.94271  -27.93260  29.34033
H  -30.92845  -37.14782  22.34686
H  -28.18127  -27.68876  27.16298
H  -26.84634  -37.43936  20.02095
H  -25.26136  -27.89785  17.62649
H  -29.51851  -31.81444  25.82824
H  -23.64630  -31.45077  23.06024
H  -25.75651  -27.86472  26.80597
H  -30.19948  -27.88014  19.79125
H  -31.73607  -34.83194  22.31898
H  -24.65250  -28.63184  29.79596
H  -25.43476  -28.13345  31.28322
H  -28.61368  -28.16934  23.23101
H  -28.69905  -29.40643  24.56960
H  -28.21327  -29.58051  21.60545
H  -29.80144  -30.24555  19.90661
H  -32.33879  -30.79461  27.10074
H  -23.53297  -28.90278  26.70688
H  -21.42341  -28.58822  28.30455
H  -28.05581  -34.08567  25.41454
H  -27.82670  -33.46334  21.94928
H  -33.39563  -30.54892  20.23722
H  -27.13147  -32.78142  18.69781
H  -24.30545  -27.05262  30.54284
H  -24.30718  -25.52918  26.20925
H  -31.63905  -32.69895  23.28536
H  -21.37063  -32.06624  23.37923
H  -30.61846  -29.35288  30.63160
H  -24.72625  -27.46034  25.37562
H  -20.03142  -33.86699  23.77168
H  -25.54373  -36.72460  16.94696
H  -25.01387  -24.35342  28.07163
H  -26.24161  -34.49104  17.14914
H  -28.39423  -30.95676  22.64400
H  -28.16943  -35.67048  21.54765
H  -26.08854  -25.39134  30.01626
H  -27.06813  -25.58402  28.60611
H  -33.42898  -25.32651  21.61509
H  -24.07297  -25.55795  28.64603
H  -31.46601  -26.03206  20.40845
H  -28.16834  -36.07067  24.24931
H  -22.62835  -35.77943  25.27088
H  -26.33322  -26.81114  18.58036
H  -23.81786  -27.71442  28.08056
H  -25.95674  -32.10830  23.27213
H  -32.35727  -30.60308  30.56908

Cartesian forces, eV/Å:
O -1.9 0.7 -0.4
O 0.6 0.5 0.7
O -1.9 -0.2 -0.2
O 1.0 -0.8 -0.1
O -1.2 -0.8 0.5
O -0.9 -0.8 -0.6
O 0.8 -0.6 0.3
O -0.8 -0.9 0.3
O -0.9 2.7 1.3
O 0.8 0.8 0.5
O 0.5 1.7 1.2
O 0.2 -1.9 -3.3
O -0.2 -1.6 -1.9
O -0.1 -0.9 -0.6
O -2.7 0.4 0.6
O 0.5 -1.1 0.9
O 0.3 -1.9 -0.2
O -1.3 2.7 -2.8
N 0.7 0.6 0.5
C 1.5 1.8 -1.2
C -2.1 -1.3 -0.1
C -0.1 -1.5 0.7
C -1.4 -0.4 -0.3
C 0.9 -0.7 -0.3
C -1.3 2.0 1.0
C 2.5 0.8 0.6
C 0.2 0.8 1.5
C 0.1 -1.1 0.2
C -0.1 2.0 0.3
C 1.4 0.2 2.5
C 0.2 0.3 0.2
C -0.7 0.8 1.1
C 0.0 -1.3 0.4
C -1.4 -1.2 -2.2
C -0.2 -2.0 0.9
C 1.8 1.3 0.5
C 1.8 -2.3 -1.0
C -0.4 0.6 0.6
C 0.8 1.8 -0.6
C 1.0 -2.2 -1.2
C -1.5 -3.8 1.5
C -1.0 -1.5 1.0
C -0.7 0.4 -0.4
C -0.1 0.2 0.6
C 0.4 0.8 0.5
C 0.2 0.7 1.7
C 0.8 1.5 -0.3
C 2.3 -0.4 -1.5
C 0.1 0.0 1.1
C 1.7 -2.4 0.1
C 0.2 1.4 0.4
C 1.8 -1.2 -0.7
C -1.1 -0.7 -0.7
C 2.9 -0.7 1.0
C 0.7 2.1 -0.8
C -2.3 -0.2 0.7
C 0.5 0.5 -3.8
C -0.2 -0.9 -0.2
C -0.2 -0.2 0.7
C -0.5 -1.3 -1.3
C -1.2 1.0 -1.2
H 0.3 0.1 0.0
H -0.3 0.5 0.3
H -0.3 0.0 -0.1
H 0.2 0.6 -0.3
H 0.1 -0.2 1.1
H 0.7 1.0 0.4
H 0.8 0.5 -0.8
H -0.1 0.2 0.0
H -0.2 0.7 0.2
H 0.1 0.0 0.2
H -0.6 -0.2 0.5
H 0.0 0.4 -0.2
H 0.2 0.2 0.2
H -0.5 -0.1 -0.1
H 0.1 -0.3 -0.2
H 0.3 0.2 0.1
H -0.1 -0.1 -0.2
H -0.2 0.2 -0.4
H -0.1 -0.1 0.1
H 0.3 0.5 0.7
H -0.6 -0.1 -0.6
H 1.2 0.2 -0.4
H 0.5 0.6 -0.3
H -0.3 -0.3 0.5
H -0.3 -0.2 0.3
H -1.7 -0.6 -0.3
H -0.2 1.1 0.4
H -0.1 0.3 0.6
H -0.3 -0.1 0.4
H -0.1 0.2 -0.1
H 0.2 0.2 -0.2
H -0.1 1.1 -0.1
H 0.1 0.3 0.2
H 0.3 -0.2 -0.1
H 0.2 0.4 0.4
H -1.1 0.4 -0.3
H 0.1 0.0 0.1
H -0.2 0.6 0.3
H -0.7 0.2 0.0
H 0.3 0.4 0.0
H -0.2 0.0 0.1
H 0.4 -0.3 0.1
H 0.5 1.7 -0.5
H -0.3 -0.9 0.0
H 0.5 -0.3 -0.4
H 0.7 -0.9 -0.4
H -0.3 0.5 0.3
H -0.1 -0.1 0.1
H 0.1 -0.1 -0.2
H -0.8 0.2 -0.6
H 0.7 -0.7 0.4
H 0.3 0.4 -0.4
H -0.4 -0.4 0.4

Spin multiplicity ... 2
Maximum force ... 0.085 Eh/bohr
Orbital gap (alpha / beta) ... 2.208 / 7.468 eV
Net charge ... -1
E_tot ... -3041.041816 Ha
HOMO energy (alpha / beta) ... -0.008 / -0.202 hartree

Atom charges from the Mulliken analysis, given in e for atoms 1 to 8:
1 O -0.59
2 O -0.49
3 O -0.55
4 O -0.56
5 O -0.42
6 O -0.51
7 O -0.57
8 O 0.12